No. 1
Computed, not measured: a molecular structure, C15H31BrCaP2 in a non-equilibrium geometry, with ωB97M-V/def2-TZVPD.

Output
* ΔE to the lowest compared entry with this formula, charge and spin: 450.2 kJ/mol
* E: -4524.26397 Eh
* HOMO energy: -0.175 hartree
* molecular weight: 393.3 g mol⁻¹
* spin multiplicity: 1

Last column: Mulliken charge in e.
Atoms and positions in Å:
Br1 1.80 2.77 4.75  -0.638
Ca1 2.57 0.57 3.58  1.147
P1 0.44 2.14 -0.99  1.172
P2 0.20 -1.94 -1.52  1.228
C1 -0.62 1.72 1.25  -0.688
C2 1.63 3.45 -1.43  -1.428
C3 0.75 0.82 -2.27  -1.313
C4 -1.19 -1.95 0.89  -1.422
C5 -2.26 -1.02 1.18  -1.064
C6 0.42 0.69 1.74  -1.114
C7 -0.21 -0.38 -2.40  -1.173
C8 -1.06 -3.19 -1.85  -1.479
C9 0.99 -0.41 0.80  0.412
C10 -2.28 0.21 0.23  0.869
C11 1.81 -2.54 -2.01  -1.352
C12 -1.90 1.49 0.85  -1.106
C13 1.25 -1.06 4.73  -1.573
C14 -1.08 2.90 -1.72  -1.692
C15 0.10 -1.66 0.31  0.143
H1 -0.79 -3.77 -2.74  0.468
H2 -0.28 -0.67 -3.45  0.565
H3 -2.58 2.34 0.73  0.450
H4 -3.18 -1.61 0.96  0.413
H5 -1.55 0.00 -0.57  -1.734
H6 1.89 -0.88 1.28  -0.183
H7 -2.04 -2.72 -2.03  0.365
H8 -3.27 0.30 -0.27  0.494
H9 -1.24 -0.09 -2.15  0.795
H10 -0.42 2.72 1.68  0.532
H11 1.79 0.50 -2.15  0.448
H12 0.73 -2.56 0.53  0.737
H13 -1.44 3.70 -1.06  0.374
H14 -2.33 -0.70 2.24  0.261
H15 1.43 0.09 -0.09  0.423
H16 1.30 1.39 1.94  0.314
H17 1.74 -2.92 -3.04  0.427
H18 0.38 -0.58 5.18  0.312
H19 2.13 -3.37 -1.37  0.418
H20 2.59 3.01 -1.72  0.398
H21 0.86 -1.90 4.15  0.289
H22 -1.36 -3.00 1.12  0.523
H23 -1.15 -3.88 -1.00  0.425
H24 2.56 -1.75 -1.98  0.353
H25 1.77 4.10 -0.55  0.357
H26 1.81 -1.52 5.56  0.404
H27 0.69 1.39 -3.21  0.636
H28 -0.80 3.33 -2.70  0.534
H29 1.23 4.05 -2.26  0.431
H30 0.10 0.23 2.69  0.459
H31 -1.88 2.16 -1.86  0.382

=====

No. 2
Computed, not measured: 6 unconnected molecules or ions with the total composition C15H31BrClNO16P in a non-equilibrium geometry, with ωB97M-V/def2-TZVPD.

Output
* net charge: -1
* E: -5224.44206 Eh
* HOMO energy: -0.158 hartree
* molecular weight: 627.7 g mol⁻¹
* spin multiplicity: 1

Last column: Mulliken charge in e.
Atoms and positions in Å:
Br1 -2.34 -0.59 0.62  -0.308
Cl1 2.15 -0.42 -0.35  -0.419
P1 0.39 -1.00 0.76  0.262
O1 5.68 -7.06 1.65  -0.309
O2 0.48 -2.63 0.53  -0.492
O3 0.31 4.90 0.48  -0.348
O4 4.76 -5.93 3.24  -0.178
O5 -0.40 2.72 -5.75  -0.346
O6 0.19 4.80 2.65  -0.349
O7 0.61 -5.19 3.92  -0.372
O8 0.45 -5.17 6.08  -0.359
O9 -0.09 2.91 1.46  -0.485
O10 1.85 -3.71 5.09  -0.593
O11 -4.96 6.10 -4.47  -0.554
O12 -0.14 1.63 -3.91  -0.323
O13 6.85 -6.72 3.55  -0.570
O14 -6.14 4.28 -5.09  -0.332
O15 -2.22 2.29 -4.49  -0.504
O16 -7.13 6.20 -5.08  -0.337
N1 -0.68 -0.56 -0.36  -0.298
C1 -5.97 5.57 -4.84  0.769
C2 5.85 -6.58 2.88  0.733
C3 0.01 4.01 3.83  -0.622
C4 -1.03 2.21 -4.68  0.787
C5 -0.67 1.00 -2.70  -0.425
C6 0.23 4.22 -0.78  -0.567
C7 4.79 -5.34 4.54  -0.488
C8 1.13 -4.66 2.68  -0.336
C9 0.84 -4.61 7.33  -0.621
C10 -1.27 3.41 -6.66  -0.639
C11 -7.09 7.61 -4.84  -0.627
C12 6.80 -7.78 1.14  -0.640
C13 0.11 4.09 1.52  0.781
C14 -4.98 3.46 -4.85  -0.504
C15 1.05 -4.60 5.01  0.891
H1 -0.97 3.54 3.83  0.293
H2 7.68 -7.14 1.08  0.291
H3 5.60 -4.61 4.61  0.324
H4 -0.75 3.78 -0.91  0.236
H5 0.10 4.71 4.66  0.196
H6 0.18 0.58 -2.18  0.025
H7 -6.83 7.81 -3.80  0.292
H8 -6.35 8.08 -5.49  0.292
H9 0.85 -3.62 2.55  0.263
H10 -4.15 3.78 -5.47  0.179
H11 4.94 -6.11 5.30  0.301
H12 3.83 -4.85 4.68  0.032
H13 0.67 -5.26 1.90  0.212
H14 -1.16 1.75 -2.08  0.225
H15 -0.62 3.76 -7.46  0.233
H16 0.28 -5.16 8.08  0.211
H17 -5.29 2.45 -5.12  0.290
H18 -8.08 7.97 -5.07  0.206
H19 -2.03 2.73 -7.05  0.289
H20 7.03 -8.64 1.76  0.290
H21 0.08 -2.80 -0.34  0.296
H22 -4.68 3.49 -3.81  0.327
H23 2.21 -4.77 2.65  0.130
H24 1.91 -4.72 7.49  0.272
H25 0.98 3.44 -0.84  0.308
H26 0.77 3.24 3.89  0.304
H27 0.58 -3.55 7.37  0.291
H28 -1.37 0.22 -2.97  0.366
H29 -1.75 4.25 -6.17  0.265
H30 6.50 -8.11 0.14  0.214
H31 0.41 4.99 -1.53  0.269

=====

No. 3
Computed, not measured: a molecular structure, C15H31BrNO3SSi2TeTl in a non-equilibrium geometry, with ωB97M-V/def2-TZVPD.

Output
* ΔE to the lowest compared entry with this formula, charge and spin: 39.8 kJ/mol
* net charge: +2
* E: -4861.82954 Eh
* HOMO energy: -0.539 hartree
* molecular weight: 773.5 g mol⁻¹
* spin multiplicity: 1

Last column: Mulliken charge in e.
Atoms and positions in Å:
Tl1 2.34 1.54 0.52  0.978
Te1 -1.31 2.16 -0.32  0.571
Br1 -0.27 -0.19 -2.45  -0.215
S1 -0.54 0.46 1.75  1.073
Si1 -0.96 5.39 0.12  0.236
Si2 -3.86 2.16 -2.89  0.051
O1 0.20 -0.18 0.68  -0.551
O2 -1.90 0.90 1.18  -0.443
O3 0.12 1.67 2.20  -0.624
N1 2.41 -0.12 -1.74  -0.387
C1 -3.83 4.04 -2.76  -0.359
C2 1.70 -2.24 -2.57  -0.520
C3 3.67 -0.59 -1.69  -0.262
C4 0.74 4.92 0.82  -0.888
C5 -1.73 6.89 0.94  -1.069
C6 -0.90 -0.67 3.04  -1.095
C7 4.03 -1.88 -2.05  0.573
C8 -0.71 5.56 -1.74  -1.190
C9 -2.14 3.89 0.54  -0.852
C10 5.45 -2.33 -1.95  -1.363
C11 1.48 -0.93 -2.20  0.367
C12 -2.89 1.42 -4.31  -1.007
C13 3.00 -2.72 -2.47  -0.440
C14 -3.10 1.50 -1.22  -1.072
C15 -5.62 1.51 -2.80  -1.088
H1 6.11 -1.63 -2.46  0.369
H2 -1.83 6.75 2.02  0.345
H3 -1.53 -1.46 2.63  0.403
H4 5.59 -3.32 -2.40  0.372
H5 5.76 -2.39 -0.91  0.312
H6 0.90 -2.86 -2.95  0.425
H7 -0.46 4.60 -2.22  0.397
H8 -5.65 0.43 -2.71  0.349
H9 -1.85 1.77 -4.36  0.357
H10 -6.16 1.94 -1.96  0.353
H11 -2.15 3.77 1.63  0.521
H12 1.18 5.74 1.38  0.391
H13 -1.57 5.98 -2.26  0.375
H14 -3.15 4.02 0.17  0.531
H15 3.22 -3.74 -2.76  0.407
H16 -2.85 4.40 -2.47  -0.434
H17 0.12 6.24 -1.93  0.423
H18 -3.82 1.66 -0.42  0.624
H19 -1.12 7.78 0.77  0.361
H20 -4.56 4.39 -2.04  0.349
H21 -1.41 -0.15 3.85  0.425
H22 -4.08 4.50 -3.72  0.481
H23 -2.95 0.42 -1.33  0.679
H24 1.42 4.70 -0.01  0.254
H25 4.43 0.12 -1.36  0.455
H26 0.04 -1.09 3.40  0.396
H27 -2.72 7.09 0.53  0.345
H28 -3.37 1.66 -5.26  0.384
H29 -6.17 1.78 -3.71  0.364
H30 0.67 4.07 1.50  0.224
H31 -2.87 0.33 -4.24  0.337